# C3H11N2S

A cluster of 2 separate species, C3H11N2S in total in a non-equilibrium geometry (ωB97M-V with the def2-TZVPD basis set, the Open Molecules 2025 dataset).

Calculated values
E_LUMO (eV): -3.35
Frontier orbital gap (hartree): 0.3632
Charge: +1
Calculated total energy (eV): -17097.5761
ΔE to the lowest compared entry with this formula, charge and spin (eV): 1.437

Atoms and positions in Å:
1 C -0.3179 -2.3989 -0.8482
2 C -0.5941 -0.2181 -1.7725
3 C 0.4358 2.0843 1.7168
4 N 0.6649 2.6639 2.8571
5 N 0.2597 -1.0877 -0.9835
6 S 1.0834 0.5695 1.4483
7 H -0.7141 -2.5752 0.1233
8 H -1.0490 -2.5230 -1.5583
9 H 0.3754 -3.1997 -1.1432
10 H -0.9655 -0.7014 -2.6850
11 H -0.2820 0.8033 -2.1715
12 H -1.5083 0.1313 -1.2370
13 H 1.1362 2.0869 3.5400
14 H 0.1765 3.4634 3.2352
15 H -0.2438 2.5964 1.0177
16 H 1.0553 -1.2185 -1.5939
17 H 0.4877 -0.4764 0.0549



# C3H11N2S

A cluster of 2 separate species, C3H11N2S in total in a non-equilibrium geometry (ωB97M-V with the def2-TZVPD basis set, the Open Molecules 2025 dataset).

Calculated values
E_LUMO (eV): -4.18
Frontier orbital gap (hartree): 0.2989
Charge: +1
Calculated total energy (eV): -17097.9586
ΔE to the lowest compared entry with this formula, charge and spin (eV): 1.055

Atoms and positions in Å:
1 C -3.2398 -0.1139 -1.2313
2 C -2.8055 -0.8289 0.0598
3 S -0.9155 -0.7073 -0.0098
4 H -2.9528 -0.6590 -2.0972
5 H -2.6765 0.8568 -1.2106
6 H -4.2732 -0.0262 -1.2754
7 H -3.1625 -0.3011 0.9579
8 H -3.1331 -1.8534 0.0746
9 H -0.5448 -1.9399 -0.4443
10 N 2.3561 0.1300 1.3749
11 C 3.0478 0.6277 0.3125
12 N 2.7634 1.7719 -0.3131
13 H 1.3759 0.1502 1.3708
14 H 2.7441 -0.7766 1.8008
15 H 4.0585 0.1754 0.0085
16 H 3.4138 1.9288 -1.1289
17 H 1.9478 2.3376 -0.1778



# C3H11N2S

The ion C3H11N2S with charge +1 in a non-equilibrium geometry (ωB97M-V with the def2-TZVPD basis set, the Open Molecules 2025 dataset).

Calculated values
E_LUMO (eV): -3.52
Frontier orbital gap (hartree): 0.3539
SMILES: C[C@H]([NH3+])N(C)S
Charge: +1
Calculated total energy (eV): -17096.3926
ΔE to the lowest compared entry with this formula, charge and spin (eV): 2.621

Atoms and positions in Å:
1 C 1.0524 0.6720 1.4807
2 C -1.6706 -0.6943 -0.5752
3 C 0.2287 -0.2340 0.5040
4 N -0.7976 0.4104 -0.1344
5 N 1.2385 -0.7877 -0.6431
6 S -0.5539 1.9410 -1.0605
7 H 0.2703 1.2677 1.9804
8 H 1.6027 0.1758 2.2551
9 H 1.6031 1.5103 1.0479
10 H -2.7196 -0.3694 -0.6673
11 H -1.2869 -1.1400 -1.4990
12 H -1.5393 -1.5823 0.0996
13 H -0.0223 -1.1666 0.9468
14 H 1.2480 -0.0616 -1.3571
15 H 0.9127 -1.5781 -1.1952
16 H 2.1715 -0.9876 -0.1411
17 H -1.7376 2.6242 -1.0417



# C3H11N2S2

A cluster of 2 separate species, C3H11N2S2 in total in a non-equilibrium geometry (ωB97M-V with the def2-TZVPD basis set, the Open Molecules 2025 dataset).

Calculated values
E_LUMO (eV): -3.36
Frontier orbital gap (hartree): 0.3543
Charge: +1
Calculated total energy (eV): -27933.3444
ΔE to the lowest compared entry with this formula, charge and spin (eV): 1.049

Atoms and positions in Å:
1 C -0.9296 -1.5006 0.4664
2 C -0.8964 -0.4035 -0.7462
3 C -1.0894 0.9046 -0.1187
4 N -2.2982 1.4434 -0.1777
5 N -0.0148 1.3317 0.5410
6 S 4.5475 0.1450 0.3350
7 S 2.6227 -0.1103 -0.3805
8 H 0.0389 -1.6241 0.9537
9 H -1.7652 -1.2638 1.2313
10 H -1.1122 -2.4904 -0.1147
11 H -1.5511 -0.6786 -1.6367
12 H 0.1034 -0.6140 -1.2795
13 H -2.9630 1.0537 -0.7681
14 H -2.6899 2.2493 0.3277
15 H 0.8774 0.8129 0.4971
16 H 1.9259 -0.8837 0.5074
17 H 0.0498 2.3688 0.7414
18 H 5.1440 -0.7403 -0.3789



- Look up the ΔE to the lowest compared entry with this formula, charge and spin of the third one.
  2.621 eV



- The lowest E_LUMO belongs to which entry?
  number 2